[1]
{
  "formula": "C62H53BF2GeN7O2Ti",
  "method": "ωB97M-V/def2-TZVPD",
  "total_charge": 1,
  "lumo_energy_ev": -3.63,
  "relative_energy_kj_mol": 101.65,
  "orbital_gap_ev": 6.8,
  "elements": ["Ge", "Ti", "F", "F", "O", "O", "N", "N", "N", "N", "N", "N", "N", "C", "C", "C", "C", "C", "C", "C", "C", "C", "C", "C", "C", "C", "C", "C", "C", "C", "C", "C", "C", "C", "C", "C", "C", "C", "C", "C", "C", "C", "C", "C", "C", "C", "C", "C", "C", "C", "C", "C", "C", "C", "C", "C", "C", "C", "C", "C", "C", "C", "C", "C", "C", "C", "C", "C", "C", "C", "C", "C", "C", "C", "C", "B", "H", "H", "H", "H", "H", "H", "H", "H", "H", "H", "H", "H", "H", "H", "H", "H", "H", "H", "H", "H", "H", "H", "H", "H", "H", "H", "H", "H", "H", "H", "H", "H", "H", "H", "H", "H", "H", "H", "H", "H", "H", "H", "H", "H", "H", "H", "H", "H", "H", "H", "H", "H", "H"],
  "coordinates": [[-0.10236, -4.57436, -0.25740], [-0.88788, 1.51503, -0.14154], [-6.31433, 0.96877, -0.41106], [-4.56440, 4.96235, 1.23210], [-1.42767, -0.20533, -0.64529], [-2.28993, -0.05671, 1.36145], [0.25719, 0.97603, 1.39826], [2.46683, 2.63013, 0.47345], [0.29605, 1.24623, -1.73622], [-0.80602, 3.64572, -0.28706], [1.26138, 0.08967, 1.07457], [1.24475, 0.28582, -1.48233], [3.00674, 1.49845, -0.03658], [0.25216, 5.75439, -0.63146], [-0.26632, 0.94605, -2.93863], [-3.59734, 1.51755, -4.54582], [-1.99805, 3.80487, 3.81401], [3.27335, 4.78890, 1.27322], [2.67845, -1.63118, 2.17981], [-0.01840, -4.44224, -2.20694], [-4.36377, 3.76623, 0.65087], [-0.47254, -2.77711, 0.45825], [3.80267, 7.13944, 1.41527], [-2.39506, -8.08357, 0.01009], [-0.61476, -3.31090, -4.26395], [-1.94459, 5.64765, 0.32283], [2.89922, -5.78189, 2.42396], [2.85187, 7.30113, 2.41596], [-3.08878, 3.38045, 0.25938], [2.84171, -5.01632, -0.24496], [-1.44392, 1.64791, -3.46933], [4.69498, 2.87094, 0.27103], [-1.50989, -7.09133, -0.38696], [0.35551, -0.17213, -3.45770], [4.01446, 5.89042, 0.84852], [4.07992, -5.73169, 1.69253], [1.59340, -0.61027, 2.16249], [0.00038, 0.82773, 2.72148], [2.33326, 4.95661, 2.28933], [-1.78088, 1.10280, 4.42075], [4.05010, -5.34651, 0.35921], [-1.93402, -2.27387, 0.46645], [-2.24784, -5.69984, 1.42547], [-0.84345, 6.39294, -0.07101], [-1.60100, 3.02697, -3.35470], [-2.89542, 2.08707, -0.25175], [-3.99812, 1.28612, -0.48850], [-2.82580, 3.24031, 4.77156], [-3.21142, -7.88203, 1.11586], [-1.93446, -0.77172, 0.43435], [0.80076, -0.18373, 3.22264], [-5.25725, 1.74640, -0.16068], [4.35191, 1.61535, -0.17103], [0.08931, -4.25480, -5.00018], [0.74183, -5.29190, -4.34594], [1.64895, -5.06231, 0.47583], [1.29781, -0.56593, -2.51142], [-1.92582, 4.27119, 0.15435], [1.69566, -5.44933, 1.81813], [-2.44286, 0.90129, -4.09340], [2.12222, 6.20374, 2.85651], [-3.13931, -6.68958, 1.82138], [-2.75916, 3.64234, -3.80289], [5.22787, 0.52521, -0.70193], [-5.46662, 2.96659, 0.45300], [0.23851, 4.38062, -0.69764], [-1.07027, 3.01588, 3.15021], [-0.66206, -3.40088, -2.87818], [2.21261, -1.73998, -2.59101], [-0.96761, 1.66065, 3.43652], [3.47833, 3.46260, 0.66868], [0.68281, -5.38645, -2.96108], [-2.70910, 1.88811, 5.07964], [-1.42409, -5.88800, 0.31766], [-3.76682, 2.88751, -4.38497], [2.15252, 0.23920, -0.21239], [1.78879, 4.08787, 2.64232], [2.11734, -2.37240, -1.70792], [1.18873, -6.20750, -2.46347], [-1.13635, -2.50710, -4.77269], [-2.81940, 6.13543, 0.71828], [-2.06972, 4.86331, 3.59258], [-2.44803, -9.01288, -0.54440], [-1.69953, 0.04585, 4.64565], [-0.78876, 3.62391, -2.97488], [1.95712, -2.32864, -3.47061], [-2.19327, -4.77903, 1.99683], [-0.88315, -7.25000, -1.25902], [-2.32248, -0.17103, -4.19658], [-0.06738, -2.71448, 1.47021], [-4.37136, 0.92725, -5.02080], [-2.49321, -2.62789, -0.40427], [0.77416, -5.50327, 2.39267], [4.38237, 7.98991, 1.07691], [5.01932, -6.00373, 2.15832], [-3.55066, 3.85517, 5.28988], [1.39748, 6.32013, 3.65436], [4.75188, 5.76432, 0.06364], [0.12372, -4.18753, -6.08062], [2.69135, 8.27597, 2.85961], [5.19155, -0.36393, -0.06952], [1.11192, 6.30382, -0.98499], [1.09037, 3.83124, -1.07127], [0.15861, -0.65481, -4.40148], [-3.77965, -6.52932, 2.68048], [6.25643, 0.87703, -0.74063], [4.93033, 0.23130, -1.71102], [-0.37242, 3.46460, 2.45301], [5.68670, 3.29051, 0.34253], [3.65746, -1.14605, 2.18695], [3.25599, -1.42735, -2.66529], [-1.19684, -2.63892, -2.31917], [-2.86979, 4.71591, -3.70912], [4.96968, -5.30517, -0.21291], [-3.35343, 1.44782, 5.82978], [2.83588, -4.72173, -1.28933], [2.59416, -2.23799, 3.07896], [1.29669, -6.02850, -4.91466], [2.63163, -2.28749, 1.30998], [2.91723, -6.08634, 3.46414], [-6.45351, 3.29080, 0.75335], [-2.45313, -2.60006, 1.36273], [-0.84750, 7.46947, 0.04608], [-4.67507, 3.36495, -4.73012], [0.13520, -2.11576, -0.16359], [2.86491, -0.70804, -0.31866], [-3.90176, -8.65561, 1.42817], [0.85416, -0.52911, 4.24231], [-3.91089, 0.29567, -0.91776]]
}

***

[2]
{
  "formula": "C4H5FI2O",
  "method": "ωB97M-V/def2-TZVPD",
  "total_charge": 0,
  "lumo_energy_ev": -0.20,
  "relative_energy_kj_mol": 10.91,
  "orbital_gap_ev": 8.1,
  "elements": ["I", "I", "F", "O", "C", "C", "C", "C", "H", "H", "H", "H", "H"],
  "coordinates": [[2.51817, 2.63624, 0.91282], [0.75352, 3.32235, -2.07519], [2.63845, 1.21168, -1.67374], [0.37371, 0.21453, 1.81331], [-0.52333, -0.35629, 1.29651], [-1.27703, -1.99646, -0.43070], [1.54385, 1.57490, -1.04058], [-1.48671, -0.93512, 0.63643], [-2.54270, -0.61019, 0.99630], [-1.31408, -3.08653, -0.04065], [1.61163, 1.67262, 1.76393], [-2.08346, -1.86889, -1.27885], [-0.21202, -1.77883, -0.87960]]
}

***

[3]
{
  "formula": "C5H8N2O4S2",
  "method": "ωB97M-V/def2-TZVPD",
  "total_charge": 0,
  "lumo_energy_ev": 0.16,
  "relative_energy_kj_mol": 52.19,
  "orbital_gap_ev": 8.2,
  "elements": ["S", "S", "O", "O", "O", "O", "N", "N", "C", "C", "C", "C", "C", "H", "H", "H", "H", "H", "H", "H", "H"],
  "coordinates": [[-0.48743, 1.26449, 0.41555], [-1.48564, -0.02112, -1.98080], [2.20712, 1.32487, 2.08847], [-0.57824, 1.26871, 1.89166], [0.83218, 0.86773, -0.07359], [1.83190, -0.91884, 1.86001], [0.75009, -2.67540, 0.03419], [-1.07148, -1.36109, 0.36797], [1.97956, 0.22341, 1.90929], [-1.90429, 0.14085, -0.22388], [-0.07221, -1.71793, -0.35406], [-0.86420, 3.00233, -0.23712], [0.01208, -1.12095, -1.71765], [0.03221, -1.82690, -2.53728], [-1.76409, 3.16540, -0.83120], [0.89043, -0.43047, -2.03652], [-1.22068, -1.65728, 1.32542], [1.09210, -3.08951, -0.81897], [-0.96958, 3.57578, 0.69002], [0.71444, -3.24476, 0.95253], [0.07572, 3.23068, -0.72401]]
}

***

[4]
{
  "formula": "C3H5O2Sr",
  "method": "ωB97M-V/def2-TZVPD",
  "total_charge": 1,
  "lumo_energy_ev": -4.78,
  "relative_energy_kj_mol": 21.23,
  "orbital_gap_ev": 7.3,
  "elements": ["Sr", "O", "O", "C", "C", "C", "H", "H", "H", "H", "H"],
  "coordinates": [[0.68183, -0.29556, -0.33760], [-1.01397, -1.12250, -1.47568], [2.02642, 2.85503, 2.16423], [2.04740, 1.73244, 1.99530], [2.04186, 0.39593, 1.74606], [-2.30333, -0.90567, -1.93386], [-2.82375, -0.09476, -1.38849], [1.53424, -0.15508, 2.55552], [-2.92714, -1.81365, -1.82650], [-2.31837, -0.63326, -3.00718], [3.05481, 0.03708, 1.50822]]
}

***

[5]
{
  "formula": "CH4ClNO",
  "method": "ωB97M-V/def2-TZVPD",
  "total_charge": 0,
  "smiles": "C=O.NCl",
  "lumo_energy_ev": 0.20,
  "relative_energy_kj_mol": 270.94,
  "orbital_gap_ev": 10.4,
  "elements": ["Cl", "O", "N", "C", "H", "H", "H", "H"],
  "coordinates": [[-3.27953, 0.26302, 0.08959], [1.83069, 1.25898, -0.58370], [-1.52754, -0.16759, -0.23766], [1.44816, 0.61546, 0.35411], [-1.59612, -1.00560, -0.77295], [1.00912, 1.06052, 1.25863], [-1.28332, 0.72747, -0.69428], [1.46941, -0.54114, 0.31137]]
}

***

[6]
{
  "formula": "C4H9PS",
  "method": "ωB97M-V/def2-TZVPD",
  "total_charge": 0,
  "lumo_energy_ev": [-1.07, 0.32],
  "relative_energy_kj_mol": 422.56,
  "orbital_gap_ev": [6.3, 8.2],
  "elements": ["S", "P", "C", "C", "C", "C", "H", "H", "H", "H", "H", "H", "H", "H", "H"],
  "coordinates": [[-0.67835, -2.20656, -0.41284], [-0.53894, -0.50138, -1.55111], [-0.53789, 0.75452, 1.49751], [-0.27560, 1.16323, 0.10467], [1.03859, -2.94344, -0.56507], [-0.43585, 2.41472, -0.64056], [1.68544, -3.10866, 0.40005], [-0.24436, 2.44381, -1.69613], [-0.49340, 1.67961, 2.12540], [0.30229, 0.17936, 1.83692], [1.71526, -2.33011, -1.23671], [-1.32787, 3.06036, -0.34006], [0.45178, 3.07996, -0.12009], [-1.55209, 0.23954, 1.67839], [0.89100, -3.92494, -1.08036]]
}

***

[7]
{
  "formula": "C26H48FN2O6",
  "method": "ωB97M-V/def2-TZVPD",
  "total_charge": -1,
  "lumo_energy_ev": 1.28,
  "orbital_gap_ev": 2.2,
  "elements": ["F", "O", "O", "O", "O", "O", "O", "N", "N", "C", "C", "C", "C", "C", "C", "C", "C", "C", "C", "C", "C", "C", "C", "C", "C", "C", "C", "C", "C", "C", "C", "C", "C", "C", "C", "H", "H", "H", "H", "H", "H", "H", "H", "H", "H", "H", "H", "H", "H", "H", "H", "H", "H", "H", "H", "H", "H", "H", "H", "H", "H", "H", "H", "H", "H", "H", "H", "H", "H", "H", "H", "H", "H", "H", "H", "H", "H", "H", "H", "H", "H", "H", "H"],
  "coordinates": [[-2.63525, -0.09751, -1.91491], [-1.26288, 6.54285, 1.17771], [7.47441, 3.71429, 3.08245], [6.82767, 1.44841, 2.59218], [-3.89259, -5.40799, -0.75245], [0.28520, 3.49927, 1.12601], [-0.41241, 0.07970, 3.68203], [2.76339, 6.23828, 1.42863], [-3.27144, -5.14310, -1.96406], [-1.91488, -3.18934, -2.22303], [-0.92528, 3.04995, 1.77389], [1.24064, 4.22247, 1.94098], [6.62151, -0.87268, 1.66670], [6.41667, 3.47664, 0.76775], [-4.29503, -2.80700, -1.57261], [7.49115, 0.54325, 1.63931], [-1.29908, 0.35318, -1.38150], [-1.38187, 1.87908, -0.70146], [-0.95716, 2.84170, 3.36722], [-3.10830, -4.52848, -4.85372], [-1.83207, 5.65862, 2.04503], [5.25732, 4.63269, 0.93738], [2.55532, 4.77388, 1.06455], [3.90978, 3.93197, 1.56182], [-2.11878, 4.16903, 1.41948], [-4.84964, -6.65439, -3.28204], [-3.35051, -3.73366, -2.39157], [-2.66634, -7.49420, -2.37796], [-0.82354, 0.53901, 5.20677], [-3.40029, -6.24425, -2.93507], [-2.64837, -5.83980, -4.22894], [-3.79499, -3.58671, -3.87044], [-1.41016, 1.68511, 0.92930], [6.94212, 2.86154, 2.19487], [-1.51094, 1.19025, 3.75147], [7.27461, -1.76854, 1.28481], [0.04104, 2.81997, 3.96011], [-3.18220, -7.92507, -1.51164], [-0.67404, 0.76936, 1.14413], [-4.23779, -1.77271, -1.93652], [5.59196, 5.47240, 1.71309], [3.76192, 2.81706, 1.16139], [-0.82378, -0.43999, -0.66159], [7.29860, 3.90940, 0.13140], [-2.27768, 4.31929, 0.26788], [5.91328, 2.58453, 0.16451], [7.54463, 0.93606, 0.53749], [1.72038, 3.42965, 2.69578], [-1.57735, -5.74892, -4.00597], [-1.84771, -2.13832, -2.52998], [-5.43083, -5.84130, -3.72692], [6.20323, -1.02877, 2.76268], [-4.02834, -2.77735, -0.51063], [-2.54320, 1.40527, 1.18499], [3.96557, 3.83978, 2.74843], [-3.79772, -4.73410, -5.68214], [-5.34134, -3.12343, -1.65791], [-1.82605, 3.45758, 3.84749], [2.61626, 6.36996, 2.46396], [-2.24276, -4.02815, -5.30368], [-0.59970, 0.42039, -2.33074], [-4.87749, -3.75020, -3.94088], [-2.42846, 2.31898, -1.03604], [-0.96440, -0.59466, 5.45828], [-1.18983, -3.74998, -2.82005], [-2.70432, 0.90398, 3.49320], [0.20570, 1.02607, 5.56544], [-2.03302, 5.97207, 3.16392], [-1.64254, -7.24661, -2.07202], [-1.59032, -3.24551, -1.17892], [-4.85241, -7.48206, -4.00351], [-2.59939, -8.28243, -3.13833], [-3.15812, 3.79403, 1.86583], [-2.71710, -6.63653, -4.98127], [2.01138, 6.77700, 0.92118], [-3.64136, -2.55244, -4.21306], [4.95611, 5.08379, -0.10570], [-5.39673, -7.00345, -2.39980], [8.58060, 0.27096, 1.97320], [5.72169, -0.71570, 0.93091], [-0.45999, 2.45331, -1.12686], [0.82351, 5.07898, 2.61640], [2.43216, 4.62438, -0.08807]]
}

***

[8]
{
  "formula": "C36H34N3O11",
  "method": "ωB97M-V/def2-TZVPD",
  "total_charge": 1,
  "lumo_energy_ev": -4.36,
  "orbital_gap_ev": 7.2,
  "elements": ["O", "O", "O", "O", "O", "O", "O", "O", "O", "O", "O", "N", "N", "N", "C", "C", "C", "C", "C", "C", "C", "C", "C", "C", "C", "C", "C", "C", "C", "C", "C", "C", "C", "C", "C", "C", "C", "C", "C", "C", "C", "C", "C", "C", "C", "C", "C", "C", "C", "C", "H", "H", "H", "H", "H", "H", "H", "H", "H", "H", "H", "H", "H", "H", "H", "H", "H", "H", "H", "H", "H", "H", "H", "H", "H", "H", "H", "H", "H", "H", "H", "H", "H", "H"],
  "coordinates": [[-6.06773, -0.81908, 0.12671], [-3.96991, 1.58680, -1.53422], [-5.22562, -1.21106, -6.69891], [8.87399, 0.55115, 7.92342], [-0.92086, -1.21262, -4.23691], [1.42517, -5.89432, -3.49964], [-10.78162, 0.76617, 1.92971], [0.35508, -0.92603, 0.19024], [7.78498, -0.16583, 2.79121], [-2.34887, 3.22611, -6.40406], [2.96497, 4.23921, 2.37097], [0.78358, 0.59753, 4.23117], [1.69358, -0.74102, 2.63325], [2.55612, 1.49831, 2.99282], [-2.71438, 1.04250, -5.61195], [-1.62844, 1.40116, -1.60607], [-3.08995, -0.12952, -0.17880], [-0.54402, 0.76466, -1.17077], [4.08120, -0.19034, 1.93021], [3.93720, 0.96275, 2.92717], [-4.86461, 0.97491, -7.50251], [-9.70555, 0.40262, 1.51493], [-9.35686, -1.04105, 1.43291], [8.16667, 1.51311, 5.89588], [8.78887, -0.94307, 6.10465], [-0.08378, -3.18709, -5.23617], [2.94460, 3.31638, 1.30401], [-3.00952, 2.21183, -6.47577], [8.63436, 0.38727, 6.74979], [-3.43498, -0.07141, -5.68365], [0.57670, -3.92569, -2.53158], [-0.01423, -2.75443, -2.73619], [-4.56881, -0.19489, -6.63440], [-8.68015, 1.38298, 1.06764], [2.13668, 2.08503, 1.68630], [2.98573, -1.24106, 2.10676], [-0.65523, -0.34776, -0.20718], [-2.98737, 1.00371, -1.14242], [-7.49515, 0.98245, 0.61608], [8.04582, 0.00080, 3.96607], [-8.17140, -1.43948, 0.98030], [7.89727, 1.33131, 4.60644], [-7.15317, -0.45751, 0.54187], [0.88638, -4.82624, -3.67600], [1.69277, 0.43890, 3.28536], [8.51475, -1.12153, 4.81526], [0.50829, -4.36276, -5.03932], [-4.14307, 2.09011, -7.42822], [-0.38617, -2.29542, -4.09505], [-1.99361, -0.75269, 0.25292], [-0.36778, -2.82895, -6.21755], [2.15103, 1.35255, 0.87194], [2.42812, 3.77363, 0.45734], [2.76183, -1.72701, 1.16034], [-10.12160, -1.73332, 1.76105], [-2.03329, -1.58668, 0.94341], [5.04332, -0.66601, 2.11769], [-8.96145, 2.42629, 1.13220], [-1.88195, 1.14659, -4.92815], [8.06485, 2.47172, 6.38863], [-5.69474, 0.85965, -8.18776], [-3.23140, -0.93047, -5.05952], [-1.58440, 2.22119, -2.31205], [8.61815, -2.07989, 4.32236], [-4.09476, -0.40504, 0.12462], [7.56024, 2.13473, 3.96286], [3.32997, -2.02778, 2.77704], [-7.89147, -2.48266, 0.90887], [3.86588, 4.42611, 2.63636], [1.09790, 2.40552, 1.80327], [0.93814, -0.75577, 1.93419], [4.58353, 1.78201, 2.62387], [0.45528, 1.01903, -1.50192], [0.35813, 1.50309, 4.37431], [0.74520, -5.03972, -5.85006], [-4.33836, 2.95615, -8.04773], [-6.73108, 1.67136, 0.27765], [9.13295, -1.74389, 6.74669], [0.85804, -4.28399, -1.54943], [0.57921, -0.14467, 4.88226], [4.26474, 0.68282, 3.92898], [4.11926, 0.19781, 0.91424], [3.95032, 3.04160, 0.98066], [-0.27007, -2.05221, -1.95506]]
}